(1)
Computed, not measured: 2 unconnected molecules or ions with the total composition C4H11NO at a distorted geometry, with ωB97M-V/def2-TZVPD.

Results
energy relative to the best compared isomer or geometry (same formula, charge and spin)	37.2	kcal per mole

Atoms and positions in Å:
C1 0.701 0.393 1.852
C2 1.866 -0.670 2.166
H1 0.368 0.367 0.858
H2 -0.036 0.278 2.654
H3 1.204 1.314 2.116
H4 1.824 -1.685 2.175
H5 2.350 -0.030 2.942
H6 2.571 -0.654 1.303
C3 -1.797 0.995 -1.398
C4 -1.187 -0.036 -2.403
O1 -1.652 -0.088 -3.513
N1 -0.190 -0.989 -1.904
H7 -1.993 0.650 -0.304
H8 -2.631 1.426 -1.949
H9 0.073 -1.791 -2.419
H10 -0.396 -1.270 -0.947
H11 -1.076 1.789 -1.228

Mulliken atomic charge list, values in e, 5 entries:
1 C -0.59
2 C -1.01
3 H 0.05
4 H 0.29
5 H 0.30


(2)
Computed, not measured: 2 unconnected molecules or ions with the total composition C4H11NO at a distorted geometry, with ωB97M-V/def2-TZVPD.

Results
energy relative to the best compared isomer or geometry (same formula, charge and spin)	21.5	kcal per mole

Atoms and positions in Å:
C1 1.912 -0.157 -1.866
C2 0.820 -0.830 -1.115
H1 1.782 0.956 -1.829
H2 2.875 -0.312 -1.381
H3 2.017 -0.538 -2.881
H4 0.836 -0.436 -0.125
H5 0.890 -1.900 -1.169
H6 -0.182 -0.657 -1.419
C3 -2.169 -0.010 1.030
C4 -0.992 0.813 0.839
O1 -0.720 1.549 -0.099
N1 -0.009 0.686 1.956
H7 -3.035 0.588 0.667
H8 -2.465 -0.348 2.026
H9 0.710 1.405 2.106
H10 -0.235 0.229 2.766
H11 -2.036 -1.040 0.495

Mulliken atomic charge list, values in e, 5 entries:
1 C -0.96
2 C -0.60
3 H 0.25
4 H 0.27
5 H 0.31


(3)
Computed, not measured: 2 unconnected molecules or ions with the total composition C4H11NO at a distorted geometry, with ωB97M-V/def2-TZVPD.

Results
energy relative to the best compared isomer or geometry (same formula, charge and spin)	59.2	kcal per mole

Atoms and positions in Å:
C1 -0.102 -0.870 -2.517
C2 0.531 0.061 -1.380
C3 -0.132 -0.205 -0.031
C4 -0.975 0.789 0.363
N1 -1.189 1.306 1.616
H1 0.639 -1.536 -2.956
H2 -0.701 -0.375 -3.273
H3 -0.759 -1.540 -1.962
H4 1.610 -0.035 -1.291
H5 0.294 1.088 -1.685
H6 -0.326 -1.235 0.251
H7 -1.388 1.538 -0.334
H8 -0.730 0.924 2.425
H9 -1.480 2.266 1.667
H10 2.241 -0.470 2.834
H11 1.092 -1.295 3.028
O1 1.376 -0.411 3.244

Mulliken atomic charge list, values in e, 5 entries:
1 C -1.01
2 C -0.43
3 C -0.55
4 C -0.14
5 N -0.44


| no. | HOMO energy (eV) | calculated total energy (eV) |
| --- | --- | --- |
| 1 | -9.956 | -7862.9399 |
| 2 | -10.041 | -7863.6212 |
| 3 | -7.189 | -7861.9853 |